(1)
Entry from the Open Molecules 2025 dataset: a cluster of 2 separate species, C4H12NO2 in total in a non-equilibrium geometry (ωB97M-V/def2-TZVPD).

Computed properties:
relative energy (zero: lowest compared OMol25 entry of this formula, charge and spin)	131.3	kJ/mol

The geometry in ORCA input format:
```
! RIJCOSX wB97M-V def2-TZVPD def2/J DEFGRID3
* xyz -1 1
O -1.720 -1.748 -1.639
O 0.463 -2.751 1.135
N -0.731 -0.428 0.282
C -0.725 -1.019 -1.345
C 0.076 0.701 0.641
C -0.490 2.129 0.248
C 1.473 0.605 -0.006
H 0.168 0.756 1.740
H -0.533 0.041 -1.722
H -1.736 -0.294 0.176
H -0.338 2.263 -0.820
H -0.139 -3.490 0.976
H 0.075 2.845 0.848
H 2.054 1.468 0.360
H -0.152 -2.090 0.682
H 0.293 -1.450 -1.453
H -1.556 2.190 0.465
H 1.583 0.513 -1.080
H 1.937 -0.241 0.513
*
```

***

(2)
Entry from the Open Molecules 2025 dataset: a cluster of 2 separate species, C3H7N2S in total in a non-equilibrium geometry (ωB97M-V/def2-TZVPD).

Computed properties:
relative energy (zero: lowest compared OMol25 entry of this formula, charge and spin)	356.9	kJ/mol

The geometry in ORCA input format:
```
! RIJCOSX wB97M-V def2-TZVPD def2/J DEFGRID3
* xyz 1 1
S 1.861 0.132 0.718
N -0.084 -1.401 -0.476
N 0.069 1.766 1.845
C -0.052 -0.617 -1.750
C 0.446 0.898 0.933
C -0.739 -0.090 -0.509
H -0.606 -2.271 -0.414
H -0.848 2.116 2.098
H 0.963 -0.223 -1.875
H -0.779 -0.790 -2.542
H -1.888 -0.205 -0.508
H 0.821 2.055 2.538
H 0.836 -1.369 -0.058
*
```

***

(3)
Entry from the Open Molecules 2025 dataset: the ion C3H3N2 with charge +1 in a non-equilibrium geometry (ωB97M-V/def2-TZVPD).

Computed properties:
relative energy (zero: lowest compared OMol25 entry of this formula, charge and spin)	70.0	kJ/mol

The geometry in ORCA input format:
```
! RIJCOSX wB97M-V def2-TZVPD def2/J DEFGRID3
* xyz 1 3
N 1.237 0.293 -0.075
N -0.522 -1.447 0.049
C 1.417 -0.920 0.013
C -1.004 -0.307 -0.055
C -0.033 0.804 0.058
H 2.059 -1.743 0.235
H -2.133 0.022 -0.089
H -0.294 1.740 0.398
*
```

***

(4)
Entry from the Open Molecules 2025 dataset: a cluster of 2 separate species, C2HFINO2 in total in a non-equilibrium geometry (ωB97M-V/def2-TZVPD).

Computed properties:
relative energy (zero: lowest compared OMol25 entry of this formula, charge and spin)	473.1	kJ/mol

The geometry in ORCA input format:
```
! RIJCOSX wB97M-V def2-TZVPD def2/J DEFGRID3
* xyz 0 1
I -2.643 0.935 -0.204
F -0.125 2.295 0.193
O -0.991 -1.763 0.149
O 1.125 -2.026 -0.218
N 0.150 -1.360 0.018
C -0.517 1.045 0.095
C 0.285 0.022 0.166
H 2.715 0.852 -0.198
*
```

***

> What is the relative energy (zero: lowest compared OMol25 entry of this formula, charge and spin) in the first record?

131.3 kJ/mol

***

> Which of these has the lowest relative energy (zero: lowest compared OMol25 entry of this formula, charge and spin)?

C3H3N2